The following is a DFT calculation (wB97M-V/def2-TZVPD) of a molecular structure, C31H22F5GeRhS.

```
61
Properties=species:S:1:pos:R:3
Rh -0.34536 0.19380 0.16694
F 6.35620 -0.29114 -0.70452
C 5.05042 -0.40077 -0.89063
C 4.17350 -0.13027 0.14302
F 4.62767 0.24185 1.33627
C 2.81750 -0.24159 -0.08370
F 1.99556 0.02506 0.97012
C 2.27267 -0.61366 -1.29808
S 0.54243 -0.79196 -1.65019
C 3.18283 -0.88611 -2.31368
F 2.74293 -1.26162 -3.51145
C 4.54852 -0.78027 -2.12397
F 5.38192 -1.03770 -3.12028
C -1.00871 -1.35454 5.87880
C -1.82982 -2.28793 5.26291
C -1.84249 -2.40380 3.88000
C -1.03859 -1.57423 3.09530
C -0.20920 -0.64683 3.72529
C -0.19052 -0.53907 5.11071
Ge -1.19501 -1.82348 1.19029
C -0.52331 -3.52287 0.68835
C -1.28298 -4.40384 -0.08439
C -0.76227 -5.63260 -0.46561
C 0.52648 -5.98745 -0.09761
C 1.29770 -5.11844 0.66645
C 0.77534 -3.89746 1.05598
C -2.93656 -1.42494 0.51256
C -3.94870 -0.95197 1.35639
C -5.18312 -0.59590 0.83483
C -5.40952 -0.67259 -0.53507
C -4.40675 -1.11524 -1.38661
C -3.17267 -1.48243 -0.86905
H -0.99617 -1.27562 6.95779
H -2.45887 -2.93429 5.86114
H -2.47263 -3.15620 3.41634
H 0.45586 -0.02025 3.14389
H 0.46740 0.17265 5.59334
H -2.29312 -4.14149 -0.37678
H -1.36241 -6.31375 -1.05451
H 0.92922 -6.94537 -0.39928
H 2.30101 -5.40036 0.95724
H 1.37996 -3.23584 1.66928
H -3.77930 -0.88173 2.42485
H -5.97061 -0.25405 1.49358
H -6.37136 -0.38475 -0.93883
H -4.58740 -1.17397 -2.45189
H -2.39738 -1.83793 -1.54048
C -1.56645 1.84781 -0.15186
C -0.43754 2.40274 0.54570
C -0.40875 2.39347 1.95517
C 0.73472 2.80542 2.62710
C 1.83994 3.22448 1.90453
C 1.83274 3.23456 0.50791
C 0.70934 2.82008 -0.17386
H -1.67195 2.00960 -1.21770
H -2.48745 1.67928 0.39876
H -1.29253 2.08675 2.50305
H 0.75457 2.80979 3.70831
H 2.72600 3.55408 2.43189
H 2.70506 3.56817 -0.03742
H 0.68114 2.81964 -1.25678
```

Summary:
- Charge: +1
- Energy: -4279.170979 a.u.
- Relative energy (zero: lowest compared OMol25 entry of this formula, charge and spin): 0.425 eV
- LUMO energy (alpha / beta): -4.716 / -5.081 eV
- Multiplicity: 2
- Largest force on an atom: 0.9 eV/A
- Kohn-Sham gap (alpha / beta): 6.30 / 5.88 eV